2 unconnected molecules or ions with the total composition CH2ClFOS, computed with ωB97M-V with the def2-TZVPD basis set.

CARTESIAN COORDINATES (ANGSTROEM)
C1 -0.51402 -0.05846 0.05855
O1 -1.55172 0.62318 0.13508
F1 -0.62604 -1.49755 0.11160
S1 -5.73982 -0.10748 -0.08223
Cl1 -3.79751 0.30968 0.06680
H1 0.19413 -0.05224 -0.82787
H2 0.23120 0.07538 0.85818

Output
Expectation value of S²: 2.009
Orbital gap (spin up / spin down): 0.365 / 0.213 hartree
Relative energy (zero: lowest compared OMol25 entry of this formula, charge and spin): 0.0 kcal per mole
Highest occupied orbital energy (spin up / spin down): -9.27 / -8.90 eV
Multiplicity: 3

Atomic partial charges in e from the natural (NBO) method, atoms 1 to 2: 0.238 -0.308


4 unconnected molecules or ions with the total composition C17H39BClO9P2S, computed with ωB97M-V with the def2-TZVPD basis set.

CARTESIAN COORDINATES (ANGSTROEM)
C1 -2.64394 -4.59465 5.05853
C2 -2.85169 -3.10659 4.82845
Cl1 -1.49955 -2.52072 3.72532
C3 -4.16762 -2.76666 4.22742
B1 -5.40074 -3.07926 5.24493
P1 -6.01738 -1.49059 6.18569
S1 -4.71556 -0.02338 6.42206
P2 -6.95544 -3.85632 4.37043
C4 -8.05042 -4.31894 5.81895
C5 -6.46933 -5.52427 3.69568
H1 -3.27098 -5.16238 4.38609
H2 -2.94318 -4.85024 6.06538
H3 -1.61642 -4.89376 4.92640
H4 -2.69475 -2.57418 5.75397
H5 -4.11876 -1.71118 3.97986
H6 -4.24588 -3.28526 3.27479
H7 -5.01512 -3.83592 6.12505
H8 -6.55673 -1.91221 7.42063
H9 -7.19068 -1.04138 5.52784
H10 -8.92958 -3.69253 5.79744
H11 -8.30252 -5.37167 5.81712
H12 -7.51694 -4.12702 6.74231
H13 -6.81097 -6.31978 4.34504
H14 -5.40602 -5.60404 3.50822
H15 -6.96975 -5.66461 2.74935
C6 0.23622 -0.12308 0.99201
C7 1.13006 -0.77815 2.02125
O1 2.27425 -1.40890 1.40869
C8 3.25850 -0.59744 1.04398
O2 3.31048 0.59619 1.21273
O3 4.21846 -1.33692 0.47079
C9 5.32679 -0.58007 -0.01551
H16 -0.05418 -0.84566 0.22800
H17 -0.66410 0.25909 1.47148
H18 0.74380 0.70483 0.49641
H19 0.58856 -1.57478 2.52294
H20 1.45930 -0.06712 2.77758
H21 5.74585 0.05062 0.76535
H22 5.02232 0.03230 -0.86323
H23 6.07608 -1.29506 -0.34386
C10 9.03021 2.25545 -4.95521
C11 8.66341 3.32804 -3.95151
O4 7.31442 3.78396 -4.12538
C12 6.36925 2.97779 -3.63585
O5 6.55212 1.94212 -3.04803
O6 5.18072 3.52516 -3.89377
C13 4.06479 2.74818 -3.44442
H24 8.84380 2.60642 -5.97114
H25 10.08460 1.99554 -4.86137
H26 8.43958 1.35404 -4.79934
H27 9.28331 4.21026 -4.10023
H28 8.80835 2.98545 -2.92739
H29 4.15605 2.50211 -2.38933
H30 3.98009 1.83728 -4.03537
H31 3.17611 3.35477 -3.59333
C14 -3.15285 4.16298 -5.09803
C15 -2.16333 3.48988 -4.17115
O7 -1.10038 2.85161 -4.89741
C16 -0.14581 3.65950 -5.35381
O8 -0.07223 4.85014 -5.18159
O9 0.75799 2.90969 -5.99340
C17 1.84340 3.64487 -6.55971
H32 -3.52888 3.45087 -5.83388
H33 -3.99435 4.55594 -4.52806
H34 -2.68838 4.98753 -5.63719
H35 -2.64956 2.68953 -3.61766
H36 -1.74729 4.19120 -3.44897
H37 2.32053 4.27749 -5.81459
H38 1.49976 4.24940 -7.39782
H39 2.56216 2.91446 -6.92062

Output
Orbital gap: 0.221 hartree
Total charge: -1
Highest occupied orbital energy: -4.23 eV

Atomic partial charges in e from the natural (NBO) method, atoms 1 to 2: -0.631 -0.099